A cluster of 10 separate species, C16H52O10 in total at a distorted geometry, computed with the ωB97M-V functional and the def2-TZVPD basis.

The geometry in XYZ format:
```
78
Properties=species:S:1:pos:R:3:mulliken_charge:R:1
H -7.884 4.503 -27.006 -0.200
C -5.955 3.604 -26.594 -1.204
C -10.646 8.785 -27.564 -1.621
H -6.294 2.818 -29.613 -0.045
H -11.022 6.553 -27.280 -0.536
C -6.627 9.485 -30.648 -1.315
H -13.016 6.531 -28.482 0.117
H -10.549 0.006 -28.222 0.349
O -4.835 5.935 -29.027 -0.615
O -7.652 9.649 -28.444 -0.615
H -13.245 0.985 -28.833 0.409
H -13.059 4.166 -29.113 0.305
O -12.926 0.374 -29.526 -0.600
H -9.741 3.624 -28.695 -0.186
H -9.864 3.913 -30.939 0.445
H -8.920 3.205 -25.361 0.329
C -9.725 6.026 -30.841 -1.301
H -4.961 6.480 -28.256 0.382
C -6.247 2.040 -31.588 -1.344
H -14.981 3.771 -27.841 0.364
C -10.290 7.332 -27.151 0.865
H -13.342 1.781 -30.766 0.303
C -10.140 4.701 -30.262 0.026
H -10.253 6.223 -31.770 0.498
H -11.992 0.848 -31.323 0.380
H -10.812 8.869 -28.623 0.382
H -11.073 1.281 -27.104 0.368
C -7.478 3.577 -26.602 1.336
C -14.128 3.191 -27.458 -0.811
C -6.092 5.761 -29.632 0.028
H -9.913 9.513 -27.285 0.598
H -13.743 8.760 -28.333 0.305
H -6.265 6.525 -30.402 0.137
H -9.588 0.473 -26.918 0.383
H -6.788 10.481 -31.076 0.350
C -6.930 2.247 -30.267 0.860
H -12.008 3.051 -28.066 -0.545
H -5.676 9.382 -30.147 0.343
O -14.349 1.907 -27.852 -0.482
H -8.641 6.130 -31.177 0.110
H -12.802 6.862 -30.218 0.079
H -5.197 1.600 -31.533 0.280
H -6.922 5.791 -28.865 0.228
H -8.362 9.385 -27.909 0.088
C -7.768 9.099 -29.722 0.962
C -13.461 7.108 -29.321 -0.386
O -13.399 8.528 -29.192 -0.542
H -11.228 4.613 -30.206 0.019
C -12.437 1.269 -30.451 -0.437
H -7.834 2.861 -27.295 -0.294
O -9.534 4.486 -29.000 0.782
H -6.108 4.853 -30.168 -0.136
H -8.838 1.229 -28.853 0.204
H -14.475 6.886 -29.627 0.435
H -5.446 2.694 -26.121 0.280
C -10.272 0.845 -27.655 -1.065
H -14.073 3.159 -26.386 0.397
H -5.523 4.442 -26.050 0.331
H -9.272 6.104 -28.176 -0.241
H -5.635 3.684 -27.618 0.273
H -15.237 1.688 -27.598 0.295
H -7.860 0.532 -30.264 0.333
O -7.223 0.933 -29.706 -0.685
H -7.826 8.020 -29.679 -0.435
H -9.934 6.827 -30.157 0.036
H -6.575 8.717 -31.470 0.282
O -9.090 6.964 -27.765 -0.248
H -11.688 1.947 -29.968 -0.029
H -11.565 8.953 -27.076 0.431
C -12.810 3.822 -28.099 0.237
H -12.400 4.582 -27.443 0.058
H -6.056 2.980 -32.131 0.349
O -7.980 3.309 -25.321 -0.623
O -9.578 1.743 -28.455 -0.454
H -8.734 9.545 -30.049 0.164
H -7.781 2.843 -30.531 -0.283
H -10.114 7.333 -26.076 0.322
H -6.820 1.411 -32.235 0.439
```

Computed properties:
relative energy (zero: lowest compared OMol25 entry of this formula, charge and spin) = 504.4 kJ/mol
orbital gap = 9.8 eV

A cluster of 2 separate species, C3H11FNP2 in total at a distorted geometry, computed with the ωB97M-V functional and the def2-TZVPD basis.

The geometry in XYZ format:
```
18
Properties=species:S:1:pos:R:3:mulliken_charge:R:1
P 1.326 0.820 -1.327 0.007
H 1.118 -0.044 2.384 0.370
P -1.537 1.014 -0.191 0.057
H 1.959 -1.477 1.738 0.271
H 0.784 1.656 -2.214 0.089
N -1.140 -0.798 1.498 -0.594
H -1.800 -1.593 1.302 0.250
H 1.818 -0.155 -2.364 0.141
H -1.182 -0.455 2.466 0.242
C -0.010 0.143 -0.392 0.018
H 2.124 0.242 1.043 0.403
H -1.200 2.006 -1.035 0.057
C 0.095 -0.864 0.733 0.357
H -1.170 1.624 1.113 0.125
F -1.260 0.293 -2.713 -0.353
H -1.573 -0.197 -3.532 0.383
H 0.206 -1.711 0.013 0.315
C 1.443 -0.504 1.478 -1.139
```

Computed properties:
relative energy (zero: lowest compared OMol25 entry of this formula, charge and spin) = 164.5 kJ/mol
orbital gap = 7.6 eV
charge = +1

A structure of composition C16H34BF10N4O5PS6Sr at a distorted geometry, computed with the ωB97M-V functional and the def2-TZVPD basis.

The geometry in XYZ format:
```
78
Properties=species:S:1:pos:R:3:mulliken_charge:R:1
F 2.015 4.053 1.081 -0.334
F 0.728 -1.166 4.565 -0.231
F 2.655 1.121 3.933 -0.124
H -4.193 -0.119 0.897 0.357
H -1.026 -2.719 -3.302 0.407
H -0.665 4.395 0.780 0.231
H -5.607 1.564 -0.460 0.234
H 1.050 -3.855 -2.328 0.582
O 0.190 2.066 1.289 -0.002
C 2.530 -2.760 -1.154 -1.309
H -0.112 -0.940 -3.800 0.461
H -5.362 4.385 0.297 0.366
H -1.429 -4.501 -1.651 0.501
C -5.009 3.650 1.027 -1.256
H -2.343 -3.385 -0.612 0.368
H 3.280 -2.730 -1.946 0.444
S 0.457 1.279 2.522 -0.732
S 0.912 1.218 -1.877 0.459
C -0.060 -1.794 3.697 0.691
C -1.756 4.364 0.772 -1.121
H -2.100 4.003 -0.190 0.359
Sr -0.441 0.145 0.543 1.399
H -3.164 1.962 4.342 0.309
C -4.530 0.174 1.888 -1.387
C 3.320 -0.106 -1.459 -0.926
C 1.130 -2.940 -1.738 0.644
F 3.131 2.973 -0.620 -0.411
C -4.042 1.750 3.738 -1.146
H 2.841 1.042 -3.218 0.583
N -0.831 0.909 3.452 0.017
H -0.511 4.013 2.955 0.164
C -0.873 -0.196 -3.568 -0.935
S -1.448 -0.577 3.113 0.972
H 0.381 1.461 -4.184 0.598
O -1.745 -0.990 1.716 -0.831
F -0.691 -2.756 4.368 -0.222
H -0.955 1.916 -3.106 0.374
C -0.199 1.157 -3.312 -1.192
H -4.913 2.794 -1.520 0.345
F 0.996 1.956 4.988 -0.184
H 3.644 0.779 -0.911 0.164
O -2.391 -1.062 4.074 -0.732
H -5.893 3.125 1.419 0.286
H 0.853 -2.038 -2.278 -1.084
F 0.657 -2.404 2.770 -0.175
O -2.163 1.240 0.126 -0.325
H 2.760 -3.576 -0.468 0.502
N -2.263 3.502 1.877 0.569
H -4.598 0.976 4.264 0.365
H -1.578 -0.109 -4.393 0.522
H -3.992 1.334 -1.155 0.195
F 2.821 1.885 1.377 -0.246
S 2.665 -1.233 -0.177 0.279
S -1.819 -0.794 -2.119 0.357
N -4.063 2.751 0.397 0.469
C 2.340 0.327 -2.565 -1.100
H -4.540 4.194 1.843 0.301
F 2.090 3.192 3.633 -0.142
C -1.523 -3.464 -1.327 -0.832
C -1.590 3.920 3.108 -0.848
H -4.486 -0.704 2.533 0.405
H 1.990 -0.537 -3.130 0.403
H -1.782 3.261 3.944 0.298
S -0.036 -3.048 -0.362 0.116
H 4.189 -0.595 -1.899 0.603
H -4.646 2.656 3.658 0.273
O 1.042 -0.037 2.143 -0.303
N -3.664 1.220 2.433 1.019
C 1.682 1.981 3.844 0.550
C -4.670 2.070 -0.733 -0.993
H -5.563 0.523 1.815 0.295
H -2.146 5.372 0.926 0.375
P -2.767 2.036 1.310 -0.127
H -1.964 4.912 3.370 0.390
F 4.276 3.667 1.254 -0.280
B 3.073 3.181 0.769 0.366
H -2.763 -2.810 -2.963 0.598
C -1.788 -2.567 -2.541 -1.033
```

Computed properties:
relative energy (zero: lowest compared OMol25 entry of this formula, charge and spin) = 611.2 kJ/mol
orbital gap = 8.5 eV

A structure of composition C19H18ClIN2O2Re at a distorted geometry, computed with the ωB97M-V functional and the def2-TZVPD basis.

The geometry in XYZ format:
```
44
Properties=species:S:1:pos:R:3:mulliken_spin:R:1
C -2.727 -0.365 -3.084 -0.010
C -3.525 1.618 -2.004 -0.001
C -1.456 -0.156 -2.529 0.022
C -3.746 0.568 -2.909 0.025
H -0.337 1.211 3.510 -0.002
H 0.807 -4.194 -3.376 0.001
H -1.037 -3.571 4.756 0.000
I 0.331 3.507 -1.561 0.164
O -0.870 -0.937 0.441 0.041
H 2.718 -3.377 -1.963 0.000
C 2.957 3.591 0.068 0.000
C 1.843 -1.436 -1.691 0.020
O 0.677 0.547 1.147 0.069
H 3.440 1.803 -1.161 0.000
C 0.804 -3.175 -2.984 0.034
H -2.817 -1.259 -3.684 0.000
C -0.290 -2.331 -3.181 -0.008
H -0.988 0.605 5.846 0.000
C -2.363 1.625 -1.223 -0.004
H 2.151 3.143 0.663 0.009
Cl -1.472 -1.931 7.037 0.002
C -0.303 -1.023 -2.656 0.020
C 3.900 2.517 -0.455 0.020
C -0.460 0.163 3.784 0.005
H 4.741 3.003 -0.965 0.003
C -1.059 -1.515 5.420 0.008
H 4.323 1.970 0.395 0.001
H -1.216 -2.666 -3.651 0.000
H 3.474 4.317 0.708 0.000
H -2.228 2.252 -0.329 0.001
C -0.589 -2.173 3.130 0.005
Re 0.548 1.060 -0.724 2.641
C -0.893 -2.529 4.456 -0.004
C 1.880 -2.724 -2.213 -0.014
H -0.583 -2.964 2.385 0.001
N 0.782 -0.598 -1.920 0.027
C -0.179 -0.483 1.386 -0.012
H -4.270 2.420 -1.878 0.001
N -1.298 0.841 -1.603 -0.082
H -4.679 0.499 -3.481 0.000
C -0.353 -0.836 2.809 0.012
H 2.602 -1.040 -1.012 0.009
C -0.843 -0.164 5.082 -0.003
H 2.602 4.186 -0.786 0.003
```

Computed properties:
orbital gap (alpha / beta) = 5.2 / 4.8 eV
multiplicity = 4
charge = +2
⟨S²⟩ = 3.780